No. 1
{
  "formula": "C17H7BrCl52FNO4S",
  "method": "ωB97M-V with the def2-TZVPD basis set",
  "species": ["C", "O", "C", "N", "C", "C", "O", "Br", "S", "O", "O", "F", "H", "H", "H", "H", "H", "H", "H", "C", "Cl", "Cl", "Cl", "Cl", "C", "Cl", "Cl", "Cl", "Cl", "C", "Cl", "Cl", "Cl", "Cl", "C", "Cl", "Cl", "Cl", "Cl", "C", "Cl", "Cl", "Cl", "Cl", "C", "Cl", "Cl", "Cl", "Cl", "C", "Cl", "Cl", "Cl", "Cl", "C", "Cl", "Cl", "Cl", "Cl", "C", "Cl", "Cl", "Cl", "Cl", "C", "Cl", "Cl", "Cl", "Cl", "C", "Cl", "Cl", "Cl", "Cl", "C", "Cl", "Cl", "Cl", "Cl", "C", "Cl", "Cl", "Cl", "Cl"],
  "positions_angstrom": [[5.51403, 3.67998, -0.26846], [4.20947, 4.13331, 0.11797], [3.86728, 3.75724, 1.41960], [3.73569, 2.27405, 1.47042], [3.61548, 1.73661, 2.84374], [4.66438, 0.60595, 3.01644], [4.43226, -0.50417, 3.22034], [6.56138, 1.15944, 2.82538], [2.54303, 1.67859, 0.44022], [1.73613, 0.65697, 1.03334], [3.22525, 1.15566, -0.70679], [1.66644, 2.92225, -0.12314], [6.23035, 4.52804, -0.32242], [5.95513, 2.92031, 0.41185], [5.39239, 3.20338, -1.27086], [2.93105, 4.25967, 1.75318], [4.68418, 4.07489, 2.11612], [2.57699, 1.46313, 3.15220], [3.93495, 2.56043, 3.52866], [-1.05940, -1.83637, 1.10988], [-0.10698, -1.58511, 2.58722], [-2.33527, -0.60774, 1.00793], [-0.00298, -1.70695, -0.30348], [-1.79451, -3.44791, 1.15281], [-0.44961, 0.37633, -3.81880], [0.46646, 1.30748, -2.63140], [0.24768, -1.24387, -3.96250], [-2.13907, 0.24476, -3.29479], [-0.38065, 1.20215, -5.38283], [-3.59430, 0.68237, 5.02361], [-2.78602, -0.64661, 4.18002], [-2.50759, 2.07934, 5.09562], [-5.06938, 1.12496, 4.14959], [-4.01496, 0.18002, 6.67134], [5.33868, -1.97561, -1.38841], [5.06446, -1.57601, 0.31362], [6.73842, -3.05468, -1.52144], [3.90478, -2.78532, -2.04073], [5.64579, -0.49346, -2.30762], [-1.90000, 4.86214, -6.59852], [-1.00594, 6.39016, -6.62029], [-3.59064, 5.16076, -7.03144], [-1.17544, 3.74112, -7.76736], [-1.81868, 4.15203, -4.98278], [-0.44120, -4.55566, 5.41380], [1.09593, -4.10513, 4.66206], [-1.29100, -5.69799, 4.36087], [-0.12690, -5.31706, 6.98153], [-1.45539, -3.11288, 5.65518], [1.98098, -0.24177, 6.78916], [1.74026, 0.56519, 8.34706], [3.48991, -1.16551, 6.82793], [0.62832, -1.33339, 6.46024], [2.06174, 0.97685, 5.50153], [-5.93305, 1.87667, -8.33108], [-4.18634, 1.91797, -8.04901], [-6.64981, 0.54860, -7.40492], [-6.65368, 3.41106, -7.81471], [-6.24680, 1.62977, -10.05621], [5.31585, 3.09798, -4.91170], [3.54553, 3.06574, -5.00848], [5.82938, 2.51385, -3.31803], [6.00263, 2.04930, -6.16654], [5.89202, 4.75722, -5.14812], [3.23192, 2.99038, -9.21921], [4.14143, 3.90728, -8.01007], [3.93230, 1.37062, -9.37787], [1.53953, 2.85537, -8.71118], [3.31275, 3.82359, -10.77978], [-5.26192, -4.52215, 7.32899], [-7.01433, -4.57515, 7.08310], [-4.87418, -5.13286, 8.94626], [-4.46167, -5.52787, 6.11142], [-4.69436, -2.85164, 7.17687], [-1.55716, -5.08561, -4.44961], [-2.02796, -5.39829, -6.12801], [-2.38603, -6.22963, -3.38093], [0.19591, -5.28470, -4.28128], [-2.00403, -3.43260, -4.00853], [-11.16683, -4.92664, 8.19866], [-12.42687, -3.71106, 8.46297], [-11.74497, -6.50630, 8.75108], [-10.77955, -5.01025, 6.47183], [-9.71407, -4.47914, 9.10525]],
  "lumo_energy_ev": -0.113,
  "gap_ev": 10.66,
  "e_tot_ha": -28009.508952,
  "total_charge": 0
}



No. 2
{
  "formula": "C17H8Br2N3O8Pd",
  "method": "ωB97M-V with the def2-TZVPD basis set",
  "species": ["Pd", "O", "C", "O", "C", "C", "C", "C", "C", "C", "O", "N", "O", "O", "N", "O", "O", "H", "H", "C", "C", "C", "C", "C", "C", "Br", "C", "C", "Br", "C", "O", "C", "N", "H", "H", "H", "H", "H", "H"],
  "positions_angstrom": [[-0.02313, 0.29800, -0.73921], [2.72447, -2.64927, -1.29553], [1.65507, -2.11330, -1.13023], [1.56381, -0.79473, -1.17004], [0.42829, -2.93461, -0.86383], [0.60480, -4.27929, -0.59063], [-0.49858, -5.07641, -0.37568], [-1.78009, -4.57586, -0.42911], [-1.95510, -3.23415, -0.69531], [-0.85576, -2.39478, -0.95761], [-1.03595, -1.12907, -1.33198], [-3.35243, -2.74218, -0.68909], [-4.21816, -3.55290, -0.43374], [-3.55973, -1.56555, -0.90710], [-0.31160, -6.51347, -0.10174], [0.82847, -6.92223, -0.03568], [-1.30897, -7.18733, 0.05138], [1.60555, -4.68596, -0.55247], [-2.63427, -5.21572, -0.27019], [0.61711, 2.77320, -2.73238], [0.63656, 3.28109, -1.33822], [0.88339, 4.62225, -1.03290], [0.90750, 5.04019, 0.27480], [0.68898, 4.10687, 1.29796], [0.73110, 4.40477, 2.70222], [1.04604, 6.11616, 3.26164], [0.56821, 3.43142, 3.71294], [0.34303, 2.12911, 3.38718], [0.13279, 0.84425, 4.65522], [0.19485, 1.72665, 1.95031], [-0.11813, 0.60918, 1.62926], [0.43774, 2.78646, 0.91808], [0.42034, 2.38481, -0.34525], [0.64473, 3.58536, -3.45414], [-0.27617, 2.17269, -2.90598], [1.48406, 2.12689, -2.89182], [1.05657, 5.32399, -1.83648], [1.09712, 6.07800, 0.51422], [0.62750, 3.72548, 4.75115]],
  "lumo_energy_ev": [-8.038, -8.031],
  "gap_ev": [3.32, 3.33],
  "e_tot_ha": -6694.175581,
  "total_charge": 1,
  "relative_energy_kcal_mol": 13.0
}



No. 3
{
  "formula": "C17H8Cl10F6N5O4V",
  "method": "ωB97M-V with the def2-TZVPD basis set",
  "species": ["V", "Cl", "C", "C", "C", "Cl", "C", "Cl", "C", "Cl", "C", "Cl", "Cl", "C", "C", "Cl", "C", "Cl", "C", "O", "C", "Cl", "C", "Cl", "N", "N", "C", "N", "N", "N", "O", "O", "H", "H", "H", "H", "H", "C", "C", "O", "C", "F", "F", "F", "C", "F", "F", "F", "H", "H", "H"],
  "positions_angstrom": [[0.26797, 0.46311, 0.17696], [-0.67596, 3.31157, 1.83862], [-1.85302, 2.66373, 0.71218], [-1.56915, 1.45311, 0.05176], [-2.56270, 1.09003, -0.87196], [-2.38692, -0.41500, -1.78087], [-3.70816, 1.83618, -1.14248], [-4.86265, 1.31423, -2.33383], [-3.93395, 3.01647, -0.44858], [-5.35744, 3.95842, -0.75678], [-2.99631, 3.43104, 0.49344], [-3.26677, 4.91643, 1.35573], [2.90270, -2.36390, 6.42663], [2.09281, -1.58804, 5.11210], [2.50454, -1.80963, 3.80304], [3.82266, -2.87538, 3.46682], [1.85152, -1.17503, 2.75784], [2.30897, -1.40216, 1.10916], [0.77118, -0.30398, 2.97174], [0.19705, 0.26162, 1.94959], [0.36417, -0.10789, 4.28514], [-0.99479, 0.91199, 4.55966], [1.02394, -0.73700, 5.34492], [0.48867, -0.46085, 6.96471], [-1.32502, -2.08965, 1.06713], [-1.59027, -3.14354, 0.21598], [-0.82430, -3.37472, -0.87564], [-1.24013, -4.39279, -1.64416], [0.26215, -2.62452, -1.01257], [1.10953, -2.85087, -2.07048], [0.88042, -3.69551, -2.96312], [2.06894, -2.12569, -2.12370], [-1.07406, -2.42256, 1.98579], [-2.06194, -1.40121, 1.09137], [-2.48943, -3.59144, 0.24744], [-2.16141, -4.77284, -1.52780], [-0.70618, -4.52981, -2.49066], [1.14279, 1.40436, -3.81549], [1.49317, 1.50584, -2.33874], [0.73048, 0.68007, -1.55958], [1.24680, 2.99894, -1.91981], [1.75141, 3.29459, -0.71897], [1.77094, 3.88798, -2.80057], [-0.06793, 3.24407, -1.88230], [3.01266, 1.19966, -2.14035], [3.31527, 0.87295, -0.88651], [3.39770, 0.17689, -2.92604], [3.79378, 2.25594, -2.46594], [0.09306, 1.66574, -3.93243], [1.28768, 0.37369, -4.13381], [1.75552, 2.06536, -4.42457]],
  "lumo_energy_ev": [2.080, 2.080],
  "spin_multiplicity": 2,
  "s2": 0.791,
  "gap_ev": [5.49, 4.93],
  "e_tot_ha": -7372.500290,
  "total_charge": -1
}